{"formula": "C16H18CoN4O2S", "method": "wB97M-V/def2-TZVPD", "species": ["Co", "N", "C", "S", "N", "N", "C", "C", "C", "C", "C", "C", "C", "O", "H", "H", "H", "H", "H", "H", "H", "O", "C", "C", "C", "C", "C", "C", "C", "C", "N", "H", "H", "H", "H", "H", "H", "H", "H", "H", "H", "H"], "xyz": [[-0.068295, 0.167982, -0.138799], [-3.312550, -1.438177, 2.204351], [-2.210917, -1.214780, 1.427496], [-2.349968, 0.083151, 0.251530], [-1.186478, -1.981832, 1.655963], [-0.090611, -1.657865, 0.867474], [0.851885, -2.516644, 0.873611], [2.089913, -2.400088, 0.120946], [3.082844, -3.358433, 0.374048], [4.292555, -3.351373, -0.283631], [4.523193, -2.358269, -1.237971], [3.562795, -1.409501, -1.516551], [2.319049, -1.396131, -0.854347], [1.436733, -0.473018, -1.173650], [-4.184400, -1.043190, 1.904729], [-3.330467, -2.297245, 2.726974], [0.713690, -3.404737, 1.492126], [2.877711, -4.121357, 1.118394], [5.044237, -4.100110, -0.071048], [5.467948, -2.334162, -1.769419], [3.733819, -0.642814, -2.263305], [-0.374000, 1.438078, -2.055071], [0.692171, 2.265733, -2.555591], [1.533019, 2.704316, -1.376454], [0.680073, 3.312864, -0.238568], [1.044457, 2.745897, 1.102486], [1.735138, 3.474648, 2.060297], [2.043977, 2.886819, 3.275710], [1.642451, 1.583116, 3.515900], [0.967277, 0.913191, 2.514926], [0.684461, 1.474024, 1.333721], [-0.632009, 0.801556, -2.728036], [0.259724, 3.126053, -3.073359], [1.306723, 1.701838, -3.257128], [2.281141, 3.420389, -1.722309], [2.065341, 1.824978, -1.015364], [-0.371653, 3.079555, -0.411632], [0.770756, 4.397517, -0.212824], [2.019835, 4.495412, 1.843891], [2.590300, 3.441664, 4.028236], [1.850183, 1.086546, 4.453566], [0.633584, -0.109299, 2.644784]], "atomic_forces_ev_per_a": [[-0.181, -0.374, -0.234], [0.044, 0.082, -0.028], [-0.143, -0.044, 0.028], [0.002, -0.102, 0.128], [0.043, 0.176, -0.177], [-0.280, 0.302, 0.214], [0.370, -0.214, -0.088], [-0.078, -0.012, 0.126], [-0.020, -0.015, 0.028], [-0.015, 0.008, -0.009], [-0.012, 0.042, -0.027], [0.056, -0.045, -0.058], [-0.252, 0.253, 0.023], [0.337, -0.187, -0.073], [-0.011, -0.007, -0.018], [-0.015, -0.027, -0.005], [0.031, -0.015, -0.040], [-0.001, 0.009, -0.021], [-0.024, 0.021, 0.004], [-0.029, 0.015, 0.005], [0.007, -0.021, 0.015], [0.055, 0.181, 0.068], [-0.052, -0.046, 0.051], [-0.010, 0.051, 0.062], [0.060, -0.058, -0.031], [0.019, -0.026, 0.059], [-0.054, 0.028, -0.001], [0.007, 0.010, 0.015], [0.030, 0.037, 0.027], [-0.060, -0.002, -0.053], [0.228, -0.015, 0.035], [0.003, -0.040, -0.020], [-0.068, -0.008, -0.016], [0.010, -0.032, -0.003], [-0.001, -0.006, 0.021], [0.027, -0.029, 0.024], [-0.039, 0.030, 0.008], [0.026, 0.030, -0.014], [0.007, -0.001, 0.017], [-0.022, -0.001, -0.012], [-0.003, 0.016, -0.030], [0.008, 0.036, 0.002]], "s_squared": 3.760, "energy_ha": -2771.0172, "spin_multiplicity": 4}

=====

{"formula": "C16H18F2NO4P", "method": "wB97M-V/def2-TZVPD", "species": ["O", "C", "C", "C", "C", "P", "O", "O", "O", "N", "H", "H", "H", "H", "H", "H", "H", "H", "F", "C", "C", "C", "C", "C", "C", "H", "H", "H", "H", "H", "F", "C", "C", "C", "C", "C", "C", "H", "H", "H", "H", "H"], "xyz": [[-0.520915, 2.022469, -0.835014], [0.341664, 2.224206, -0.013123], [0.161692, 2.741628, 1.399675], [1.562618, 3.138662, 1.858325], [2.523499, 2.365464, 0.918972], [3.435449, 0.938219, 1.652312], [4.874506, 1.150143, 1.709669], [2.815735, 0.686617, 3.103131], [3.021170, -0.310678, 0.753480], [1.691457, 1.968061, -0.222774], [-0.579188, 3.535839, 1.416510], [-0.238173, 1.916688, 1.994859], [1.736710, 4.208142, 1.753324], [1.735812, 2.895918, 2.902867], [3.338190, 3.013739, 0.594953], [1.910747, 0.351393, 3.095224], [2.102469, -0.294843, 0.459159], [2.027324, 2.194659, -1.147431], [-1.835588, -2.498321, -5.177665], [-2.126615, -1.199715, -4.941853], [-2.803595, -0.487169, -5.910625], [-3.097925, 0.845786, -5.657756], [-2.716292, 1.436581, -4.461035], [-2.034767, 0.695448, -3.504097], [-1.735430, -0.639286, -3.742991], [-3.087243, -0.971167, -6.835011], [-3.629734, 1.422808, -6.403253], [-2.948709, 2.476301, -4.272442], [-1.728378, 1.149773, -2.571268], [-1.207255, -1.241632, -3.016234], [0.348009, -0.524273, 1.984427], [0.044894, -1.777965, 2.460876], [-1.135876, -1.935081, 3.150908], [-1.437526, -3.201783, 3.631480], [-0.564276, -4.259437, 3.416322], [0.617815, -4.055689, 2.718457], [0.939176, -2.797263, 2.226530], [-1.796734, -1.092478, 3.300403], [-2.360189, -3.358915, 4.173722], [-0.805210, -5.243585, 3.794251], [1.301678, -4.877549, 2.554649], [1.859005, -2.611715, 1.688088]], "atomic_forces_ev_per_a": [[0.084, 0.189, 0.099], [0.002, -0.101, -0.183], [0.022, -0.336, 0.095], [0.083, -0.047, 0.169], [0.009, 0.139, -0.118], [-0.076, 0.043, -0.087], [0.175, 0.081, 0.059], [-0.050, -0.038, 0.038], [0.069, -0.183, 0.127], [-0.152, 0.532, 0.270], [0.033, 0.059, -0.051], [-0.045, 0.034, 0.010], [-0.070, 0.019, -0.126], [0.056, 0.009, 0.026], [-0.021, 0.024, -0.068], [-0.049, -0.103, -0.030], [-0.081, 0.102, -0.128], [0.025, -0.432, -0.092], [0.000, 0.001, 0.001], [0.000, -0.013, -0.007], [-0.002, 0.019, 0.001], [-0.001, -0.004, 0.000], [0.001, 0.005, 0.005], [-0.018, -0.022, -0.005], [0.004, 0.013, 0.016], [0.000, -0.007, 0.004], [0.005, 0.000, 0.001], [0.000, -0.003, 0.000], [-0.002, 0.004, -0.042], [0.002, -0.005, -0.007], [-0.014, -0.020, 0.051], [-0.002, 0.086, -0.036], [-0.021, -0.023, -0.002], [0.008, -0.007, -0.007], [-0.002, 0.010, -0.001], [0.008, -0.007, 0.004], [0.022, -0.046, 0.021], [0.004, 0.003, -0.012], [0.005, -0.001, 0.003], [0.001, 0.001, -0.001], [-0.007, -0.003, -0.002], [-0.006, 0.026, 0.005]], "energy_ha": -1517.4158, "e_above_lowest_ev": 0.000}

=====

{"formula": "C16H18FNO2S", "method": "wB97M-V/def2-TZVPD", "species": ["C", "C", "C", "C", "C", "C", "C", "C", "H", "H", "H", "H", "N", "S", "O", "O", "C", "H", "H", "H", "C", "C", "C", "C", "C", "C", "C", "H", "H", "H", "H", "F", "H", "H", "H", "H", "H", "H", "H"], "xyz": [[0.404916, 0.512777, 4.914628], [0.503687, 0.318730, 3.432263], [0.862985, -0.911795, 2.901036], [0.958127, -1.120945, 1.538714], [0.697125, -0.077696, 0.653397], [0.332959, 1.159280, 1.182242], [0.228691, 1.364829, 2.549798], [-0.176969, 2.711275, 3.068292], [-1.085306, 2.631874, 3.664284], [0.601377, 3.127182, 3.707427], [-0.361137, 3.402849, 2.250275], [0.113683, 1.987474, 0.528772], [0.803868, -0.279000, -0.725656], [1.831444, -1.450452, -1.342303], [1.530701, -2.751895, -0.837103], [1.859428, -1.275477, -2.763832], [3.443641, -0.942925, -0.682332], [4.162516, -1.702364, -0.960403], [3.366895, -0.863525, 0.394134], [3.697189, 0.006969, -1.133363], [0.287291, 0.696940, -1.658156], [-1.192507, 0.923907, -1.500786], [-2.075126, -0.142270, -1.368733], [-3.436694, 0.043821, -1.212483], [-3.945923, 1.329857, -1.197789], [-3.092260, 2.409720, -1.342744], [-1.731665, 2.204003, -1.488465], [-1.071499, 3.052358, -1.601637], [-3.485054, 3.414984, -1.338478], [-5.006746, 1.486125, -1.077139], [-4.076460, -0.818356, -1.110141], [-1.607416, -1.403914, -1.401824], [0.491387, 0.279844, -2.648268], [0.823210, 1.652103, -1.572034], [1.207202, -2.095560, 1.157292], [1.067122, -1.736300, 3.569001], [0.658295, -0.405133, 5.438429], [1.081384, 1.299780, 5.247301], [-0.605949, 0.804659, 5.198043]], "atomic_forces_ev_per_a": [[-0.016, 0.024, -0.084], [0.014, -0.075, -0.050], [0.010, 0.171, -0.020], [-0.100, -0.024, 0.088], [0.048, -0.187, 0.793], [0.064, -0.030, -0.169], [0.048, -0.125, -0.020], [0.019, -0.062, -0.015], [-0.069, 0.073, 0.071], [0.010, 0.094, 0.067], [-0.020, 0.074, -0.021], [-0.017, 0.091, -0.082], [0.568, -0.580, -0.611], [0.896, 0.381, 0.118], [-0.150, -0.022, 0.264], [-0.015, 0.197, -0.097], [-0.848, -0.249, -0.290], [0.048, -0.181, -0.079], [0.003, 0.010, 0.178], [0.013, 0.184, -0.072], [-0.107, 0.104, -0.519], [-0.036, -0.204, 0.064], [-0.167, 0.196, -0.019], [0.138, -0.122, -0.001], [0.044, 0.000, -0.005], [-0.040, 0.140, -0.019], [-0.047, -0.140, -0.031], [0.111, 0.077, 0.025], [-0.034, 0.088, 0.002], [-0.095, 0.003, 0.012], [-0.042, -0.109, 0.010], [-0.033, 0.080, -0.041], [-0.081, 0.308, 0.106], [-0.089, -0.065, -0.025], [-0.021, -0.091, 0.091], [0.019, -0.087, 0.075], [0.007, -0.030, 0.075], [0.021, 0.051, 0.112], [-0.056, 0.035, 0.116]], "energy_ha": -1323.7763, "e_above_lowest_ev": 0.094}

=====

{"formula": "C16H18N2O2", "method": "wB97M-V/def2-TZVPD", "species": ["C", "C", "N", "C", "C", "C", "C", "H", "H", "H", "N", "C", "O", "C", "C", "H", "H", "H", "O", "C", "C", "C", "C", "C", "C", "C", "H", "H", "H", "H", "H", "H", "H", "H", "H", "H", "H", "H"], "xyz": [[3.216037, -2.649118, -0.279460], [2.020209, -2.243470, -1.082412], [1.463707, -1.082889, -0.771458], [0.395371, -0.673241, -1.447250], [-0.178670, -1.400534, -2.484703], [0.407207, -2.613057, -2.806679], [1.518064, -3.047033, -2.102601], [1.990680, -3.989097, -2.333814], [-0.004323, -3.215207, -3.603460], [-1.046752, -1.027894, -2.999715], [-0.085036, 0.551053, -0.990612], [-1.279909, 1.146111, -1.253855], [-2.052856, 0.788217, -2.113399], [-1.572557, 2.358451, -0.353583], [-0.516476, 3.449160, -0.546671], [-0.512844, 3.757985, -1.588967], [-0.763964, 4.308494, 0.072469], [0.480021, 3.100924, -0.284373], [-1.787357, 1.988208, 1.004494], [-0.794537, 1.294597, 1.677920], [0.270837, 1.980916, 2.253329], [1.248411, 1.295649, 2.951211], [1.163051, -0.079218, 3.084854], [0.087813, -0.757578, 2.541965], [-0.907721, -0.091526, 1.839376], [-2.063237, -0.849761, 1.262368], [-1.721184, -1.517803, 0.471291], [-2.802866, -0.169057, 0.849521], [-2.535981, -1.457556, 2.031900], [0.012181, -1.828782, 2.659203], [1.927157, -0.620128, 3.622498], [2.072489, 1.837210, 3.391045], [0.317634, 3.055283, 2.160275], [-2.550048, 2.747971, -0.660626], [0.475303, 0.904781, -0.223942], [3.375804, -1.932050, 0.520162], [3.069980, -3.640499, 0.144799], [4.100878, -2.680228, -0.913368]], "atomic_forces_ev_per_a": [[0.014, -0.024, -0.024], [-0.051, -0.149, -0.143], [0.009, 0.263, 0.155], [-0.038, -0.329, -0.270], [-0.118, 0.041, -0.040], [0.177, 0.050, 0.197], [-0.078, 0.027, -0.037], [0.054, -0.093, -0.011], [-0.037, -0.032, -0.059], [-0.028, 0.038, -0.017], [0.272, 0.116, 0.036], [-0.096, 0.327, 0.259], [-0.213, -0.107, -0.207], [-0.041, 0.314, -0.420], [-0.235, -0.229, 0.210], [0.032, 0.021, -0.113], [-0.003, 0.064, 0.040], [0.083, 0.040, -0.007], [0.133, -0.133, 0.399], [0.083, -0.126, 0.309], [-0.206, 0.087, -0.145], [0.088, -0.035, 0.000], [0.065, -0.035, 0.073], [-0.006, 0.144, 0.002], [-0.130, 0.253, -0.015], [-0.022, 0.055, -0.070], [-0.030, -0.053, -0.079], [-0.069, -0.073, -0.025], [-0.052, -0.055, 0.014], [-0.013, -0.130, 0.004], [0.068, -0.048, 0.051], [0.063, 0.046, 0.034], [-0.028, 0.097, -0.021], [0.261, -0.196, -0.070], [-0.100, -0.033, -0.105], [0.029, 0.011, 0.043], [0.055, -0.085, 0.050], [0.106, -0.030, 0.004]], "energy_ha": -880.5159, "e_above_lowest_ev": 0.513}